one) DFT (wB97M-V/def2-TZVPD) results for a cluster of 2 separate species, C2HClN2O in total.

```
7
Properties=species:S:1:pos:R:3:mulliken_charge:R:1
C 0.313 0.412 1.600 0.54
C -0.521 0.433 0.550 -0.13
N 1.149 0.363 2.420 -0.35
N -1.361 -0.206 -0.047 0.50
O -2.188 -0.543 -0.807 -0.55
Cl 1.611 0.104 -1.356 -0.28
H 0.996 -0.563 -2.360 0.27
```

Properties
Net charge   0
Molar mass   104.50 g mol⁻¹
SMILES string   N#CC#[N+][O-].Cl
Gap between HOMO and LUMO   0.362 Ha

two) DFT (wB97M-V/def2-TZVPD) results for a cluster of 2 separate species, C2HClN2O in total.

```
7
Properties=species:S:1:pos:R:3:mulliken_charge:R:1
C 1.421 -0.126 0.399 0.44
C 0.439 -0.140 -0.573 -0.31
N 2.231 -0.440 1.147 -0.41
N 0.527 -2.823 0.127 0.17
O 0.370 -2.944 1.236 -0.14
Cl 0.979 0.092 -2.125 -0.10
H -0.667 -0.118 -0.626 0.35
```

Properties
Net charge   0
Molar mass   104.50 g mol⁻¹
Gap between HOMO and LUMO (alpha / beta)   0.340 / 0.267 Ha

three) DFT (wB97M-V/def2-TZVPD) results for the molecule C2HClN2O.

```
7
Properties=species:S:1:pos:R:3:mulliken_charge:R:1
C 1.411 0.081 0.283 0.00
C -0.037 0.477 -0.027 0.60
N 2.503 0.425 -0.018 -0.34
N -0.837 -0.664 -0.472 -0.31
O -0.352 1.511 0.220 -0.24
Cl -2.388 -0.278 0.193 -0.06
H -0.301 -1.553 -0.178 0.33
```

Properties
Net charge   0
Molar mass   104.50 g mol⁻¹
SMILES string   N#CC(=O)NCl
Gap between HOMO and LUMO   0.381 Ha

From most stable to least stable, the computed energies give three), one), two).

one) DFT (wB97M-V/def2-TZVPD) results for the ion C6H11BrClN2 with charge +1.

```
21
Properties=species:S:1:pos:R:3:mulliken_charge:R:1
C -0.375 1.615 0.014 -0.42
C -0.208 0.007 1.774 -0.75
C 0.413 0.682 -0.894 -0.45
C 0.602 -0.889 0.821 -0.42
C -1.294 -0.997 -0.842 -1.20
C -2.069 -0.200 0.246 0.75
N -1.075 0.849 1.027 -0.33
N 0.188 -0.738 -0.626 0.02
Cl -2.647 -1.334 1.417 -0.11
Br -3.453 1.060 -0.629 -0.07
H 0.410 2.242 0.500 0.40
H -1.229 2.185 -0.465 0.10
H -0.952 -0.446 2.495 0.43
H 0.566 0.662 2.217 0.37
H 0.344 0.901 -2.062 0.34
H 1.441 0.968 -0.684 0.38
H 1.729 -0.733 0.850 0.42
H 0.411 -1.933 1.205 0.28
H -1.542 -2.069 -0.830 0.42
H -1.562 -0.675 -1.770 0.52
H 0.602 -1.364 -1.277 0.30
```

Properties
Net charge   +1
Molar mass   226.53 g mol⁻¹
SMILES string   Cl[C@]1(Br)C[NH+]2CCN1CC2
Gap between HOMO and LUMO   0.376 Ha

two) DFT (wB97M-V/def2-TZVPD) results for the ion C6H11BrClN2 with charge +1.

```
21
Properties=species:S:1:pos:R:3:mulliken_charge:R:1
C -0.589 0.945 1.288 -0.75
C -0.071 -1.319 1.049 -0.77
C 0.030 1.334 -0.038 -0.44
C 0.897 -0.867 -0.039 -0.31
C -1.097 -0.324 -1.433 -1.07
C -2.066 -0.489 0.006 0.69
N -1.243 -0.381 1.070 -0.22
N 0.210 0.156 -0.934 0.13
Cl -2.773 -2.174 -0.079 -0.14
Br -3.459 0.802 -0.080 0.00
H 0.157 0.741 2.065 0.33
H -1.284 1.678 1.584 0.42
H -0.385 -2.379 0.777 0.32
H 0.468 -1.212 2.047 0.34
H -0.743 2.066 -0.560 0.31
H 0.977 1.809 0.105 0.42
H 1.819 -0.310 0.506 0.27
H 1.128 -1.822 -0.461 0.37
H -1.120 -1.396 -1.969 0.32
H -1.436 0.385 -2.126 0.45
H 0.785 0.396 -1.722 0.32
```

Properties
Net charge   +1
Molar mass   226.53 g mol⁻¹
SMILES string   Cl[C@]1(Br)C[NH+]2CCN1CC2
Gap between HOMO and LUMO   0.378 Ha

From most stable to least stable, the computed energies give two), one).

one) DFT (wB97M-V/def2-TZVPD) results for the molecule C4H5Cl.

```
10
Properties=species:S:1:pos:R:3:mulliken_charge:R:1
C -0.108 0.001 -0.012 0.31
C 0.698 0.886 -0.680 0.01
C 0.665 1.026 0.833 -0.52
C -0.972 -1.223 -0.160 -0.85
Cl 1.659 1.217 -1.969 -0.17
H 0.091 1.945 1.093 0.16
H 1.417 0.803 1.554 0.27
H -1.076 -1.434 -1.226 0.27
H -1.938 -1.089 0.251 0.28
H -0.434 -2.132 0.317 0.24
```

Properties
Net charge   0
Molar mass   88.54 g mol⁻¹
SMILES string   CC1=C(Cl)C1
Gap between HOMO and LUMO   0.347 Ha

two) DFT (wB97M-V/def2-TZVPD) results for the molecule C4H5Cl.

```
10
Properties=species:S:1:pos:R:3:mulliken_charge:R:1
C -0.667 -0.878 0.065 -0.06
C 0.717 -0.857 -0.357 -0.21
C -1.418 0.218 -0.119 -0.39
C 1.461 0.303 0.044 -0.88
Cl -3.181 0.306 0.069 -0.19
H -1.083 -1.775 0.509 0.35
H -1.143 1.117 -0.674 0.31
H 1.905 0.631 -0.867 0.30
H 2.418 0.001 0.622 0.32
H 0.991 0.935 0.709 0.44
```

Properties
Net charge   0
Molar mass   88.54 g mol⁻¹
Gap between HOMO and LUMO (alpha / beta)   0.282 / 0.280 Ha

From most stable to least stable, the computed energies give one), two).

one) DFT (wB97M-V/def2-TZVPD) results for a structure of composition C31H24Cl5N7O4PtS.

```
73
Properties=species:S:1:pos:R:3:mulliken_charge:R:1
Pt -0.314 -0.190 -0.025 2.20
Cl -5.451 2.476 -4.550 -0.20
C -4.238 1.607 -3.688 0.24
C -3.428 2.247 -2.760 -0.02
Cl -3.653 3.932 -2.473 -0.20
C -2.443 1.548 -2.065 0.58
Cl -1.485 2.413 -0.915 -0.27
C -2.215 0.173 -2.282 -0.79
O -1.289 -0.560 -1.737 -0.41
C -3.077 -0.451 -3.218 0.58
Cl -2.886 -2.149 -3.467 -0.21
C -4.056 0.242 -3.908 0.08
Cl -5.062 -0.580 -5.038 -0.19
C 0.340 -4.873 -1.327 -0.98
O 1.462 -3.999 -1.398 -0.46
C 1.476 -3.098 -2.417 1.18
C 0.518 -2.997 -3.411 -0.68
C 0.638 -2.014 -4.384 -0.57
C 1.712 -1.140 -4.385 -1.00
C 2.674 -1.241 -3.394 0.02
C 2.549 -2.208 -2.416 -0.40
N 3.532 -2.364 -1.400 0.20
C 4.222 -1.439 -0.763 -1.29
C 3.947 -0.077 -0.574 1.45
C 5.019 0.730 -0.086 -0.73
C 4.846 2.044 0.207 -0.80
C 3.559 2.617 0.047 -0.51
C 2.493 1.881 -0.367 -0.73
C 2.619 0.489 -0.667 0.48
O 1.617 -0.238 -0.938 -1.39
H 0.307 -5.536 -2.194 0.45
H -0.588 -4.305 -1.257 0.33
H 0.474 -5.462 -0.424 0.24
H -0.339 -3.652 -3.418 0.45
H -0.132 -1.931 -5.140 0.42
H 1.796 -0.374 -5.143 0.42
H 3.519 -0.564 -3.366 0.47
H 3.787 -3.324 -1.212 0.38
H 5.121 -1.822 -0.287 0.35
H 5.992 0.267 0.033 0.53
H 5.669 2.644 0.566 0.43
H 3.421 3.669 0.269 0.46
H 1.505 2.315 -0.474 0.41
O -3.009 -3.092 1.490 -0.63
S -1.965 -2.386 0.758 0.52
N -1.840 -0.912 1.030 -0.63
C 1.682 -2.249 1.774 -0.62
C 1.460 -0.866 2.264 1.04
N 0.729 0.066 1.684 -0.38
C 0.767 1.191 2.474 -0.75
C 1.556 0.944 3.545 -0.25
N 2.002 -0.355 3.398 0.29
C 2.946 -1.046 4.243 -1.49
N 4.275 -1.049 3.687 0.87
N 4.791 -2.180 3.156 -0.55
N 5.973 -1.953 2.730 -0.66
C 6.282 -0.633 2.985 0.32
C 7.449 0.094 2.729 -0.67
C 7.458 1.414 3.109 -0.61
C 6.339 2.010 3.730 -0.63
C 5.185 1.308 3.986 -0.75
C 5.186 -0.036 3.601 1.52
H 1.218 -2.354 0.796 -0.49
H 1.236 -2.976 2.458 0.49
H 2.746 -2.472 1.695 0.20
H 0.219 2.078 2.210 0.48
H 1.834 1.553 4.386 0.51
H 2.647 -2.086 4.358 0.29
H 2.960 -0.564 5.220 0.49
H 8.301 -0.373 2.254 0.48
H 8.340 2.017 2.936 0.39
H 6.392 3.055 4.008 0.42
H 4.330 1.780 4.449 0.27
```

Properties
Net charge   0
Molar mass   962.99 g mol⁻¹
Gap between HOMO and LUMO   0.238 Ha

two) DFT (wB97M-V/def2-TZVPD) results for a structure of composition C31H24Cl5N7O4PtS.

```
73
Properties=species:S:1:pos:R:3:mulliken_charge:R:1
Pt 0.957 1.151 0.398 1.44
Cl 1.593 -4.079 5.707 -0.21
C 1.668 -2.991 4.373 0.25
C 0.661 -2.060 4.155 -0.08
Cl -0.656 -1.978 5.269 -0.16
C 0.698 -1.193 3.062 0.65
Cl -0.626 -0.104 2.840 -0.19
C 1.785 -1.191 2.162 -0.57
O 1.949 -0.439 1.112 -1.10
C 2.798 -2.149 2.420 0.39
Cl 4.133 -2.200 1.328 -0.21
C 2.743 -3.030 3.485 0.05
Cl 4.002 -4.178 3.726 -0.19
C 4.096 -0.281 -1.536 -0.47
O 3.839 0.855 -2.381 -0.65
C 2.555 0.995 -2.825 0.52
C 1.911 0.059 -3.611 -0.33
C 0.637 0.332 -4.092 -0.65
C 0.026 1.545 -3.817 -0.79
C 0.667 2.489 -3.027 -0.36
C 1.915 2.197 -2.509 -0.04
N 2.690 3.077 -1.714 0.28
C 2.398 4.111 -0.983 -0.80
C 1.159 4.680 -0.597 1.23
C 1.192 6.074 -0.320 -1.01
C 0.067 6.758 0.025 -0.81
C -1.144 6.045 0.150 -0.51
C -1.196 4.693 -0.030 -1.02
C -0.037 3.942 -0.358 0.37
O -0.139 2.660 -0.458 0.07
H 3.832 -1.210 -2.045 0.33
H 3.547 -0.187 -0.599 -0.03
H 5.164 -0.278 -1.342 0.32
H 2.408 -0.870 -3.857 0.50
H 0.132 -0.403 -4.705 0.45
H -0.954 1.765 -4.217 0.45
H 0.197 3.440 -2.824 0.63
H 3.666 2.799 -1.716 0.36
H 3.284 4.637 -0.640 0.35
H 2.138 6.595 -0.422 0.38
H 0.099 7.823 0.210 0.40
H -2.045 6.578 0.432 0.42
H -2.112 4.139 0.124 0.42
O 0.457 3.349 2.861 -0.46
S 1.851 3.279 2.430 0.23
N 2.255 2.389 1.303 -0.44
C -2.496 0.850 -0.027 -1.44
C -1.598 -0.211 -0.553 0.78
N -0.279 -0.209 -0.513 0.57
C 0.161 -1.394 -1.062 -0.44
C -0.909 -2.124 -1.448 -1.18
N -2.019 -1.367 -1.124 0.37
C -3.394 -1.808 -1.264 -1.01
N -3.538 -3.158 -0.805 0.67
N -3.913 -4.131 -1.675 -0.78
N -3.891 -5.258 -1.080 -0.52
C -3.469 -5.061 0.221 -0.02
C -3.253 -5.977 1.256 -0.70
C -2.784 -5.474 2.446 -0.72
C -2.528 -4.096 2.617 -0.37
C -2.741 -3.181 1.612 -0.36
C -3.229 -3.703 0.408 1.31
H -1.888 1.599 0.474 -0.08
H -3.207 0.435 0.690 0.51
H -3.052 1.342 -0.827 0.39
H 1.210 -1.626 -1.112 0.66
H -0.995 -3.099 -1.898 0.60
H -3.713 -1.802 -2.304 0.30
H -4.025 -1.132 -0.690 0.51
H -3.442 -7.032 1.111 0.43
H -2.597 -6.143 3.275 0.40
H -2.148 -3.748 3.569 0.37
H -2.520 -2.130 1.754 0.31
```

Properties
Net charge   0
Molar mass   962.99 g mol⁻¹
Gap between HOMO and LUMO   0.251 Ha

From most stable to least stable, the computed energies give two), one).